Molecular formula: C4H7N3O2
Method: DFT, wB97M-V/def2-TZVPD

Each atom is followed by the atoms it is bonded to, with distances in Å.
CARTESIAN COORDINATES (ANGSTROEM)
1 C 0.9726 0.8406 -0.2586  C3 1.506, C4 1.498, H15 1.093, H16 1.095
2 C -1.6034 0.4285 -0.1103  C4 1.779, N5 1.371, O8 1.212
3 C 0.7544 -0.5656 -0.7529  C1 1.506, N6 1.349, O9 1.269
4 C -0.1104 0.8148 0.7763  C1 1.498, C2 1.779, N7 1.282
5 N -2.3570 -0.5438 0.4954  C2 1.371, H10 1.010, H11 1.013
6 N 1.8500 -1.3109 -1.0050  C3 1.349, H12 1.011, H13 1.009
7 N -0.0263 1.0685 2.0304  C4 1.282, H14 1.029
8 O -2.0471 1.3739 -0.7249  C2 1.212
9 O -0.3868 -1.0503 -1.0238  C3 1.269
10 H -3.3475 -0.3563 0.5500  N5 1.010
11 H -1.8476 -1.3646 0.8014  N5 1.013
12 H 1.7436 -2.3093 -1.1231  N6 1.011
13 H 2.7773 -0.9149 -1.0432  N6 1.009
14 H 0.9269 1.3442 2.3019  N7 1.029
15 H 0.7262 1.5380 -1.0635  C1 1.093
16 H 1.9752 1.0074 0.1499  C1 1.095

maximum force = 4.48 eV Å⁻¹
energy = -12825.720 eV
ΔE to the lowest compared entry with this formula, charge and spin = 41.73 kcal/mol
SMILES string = [H]/N=C(\CC(N)=O)C(N)=O
Kohn-Sham gap = 0.3396 Eh

Löwdin population analysis, charges in e, atoms 1 to 2: -0.07 -0.50